1.
A cluster of 3 separate species, C20H42Br2IN3O8PS in total in a non-equilibrium geometry. Source: the OMol25 dataset; level of theory: ωB97M-V with the def2-TZVPD basis set.

The electronic energy comes out at -7738.170753 Eh. The charge is +1. The calculation puts the strongest force on any atom at 0.0992 Eh/bohr. The value obtained for the HOMO energy is -10.04 eV. The HOMO-LUMO gap comes out at 5.03 eV.

The geometry in XYZ format:
```
78
C20H42Br2IN3O8PS | the OMol25 dataset | ωB97M-V with the def2-TZVPD basis set
H 9.369 -1.596 1.191
H 1.262 -3.660 5.497
H 2.128 -0.370 0.310
O -7.310 2.952 1.498
H -4.433 0.203 -4.251
H 0.457 -0.706 -0.156
H 2.519 -4.415 2.543
N -4.826 3.317 -5.121
H 7.743 -2.217 1.335
C -4.594 2.110 -1.868
H 4.352 -2.810 3.013
H 8.912 -0.744 -1.092
O 6.982 -1.537 -1.157
H -2.405 2.487 -5.970
N -4.362 1.003 -4.897
O 7.978 -0.146 1.365
H 8.764 -2.511 -0.954
H 4.640 -0.040 2.020
Br -3.421 3.595 -1.185
H 5.963 -0.553 3.100
C 5.618 -0.532 2.058
C 1.618 -3.983 2.988
H 6.328 0.270 0.162
C -6.889 2.414 -2.835
S -1.570 1.403 -3.605
H -7.367 2.696 -3.851
H 0.904 0.910 0.490
H 6.117 -2.697 3.330
H 2.125 -2.123 5.641
I -5.430 5.215 -4.582
H 1.153 -4.737 3.634
C 6.842 -0.797 -2.355
C 0.638 -3.601 1.884
C 8.337 -1.434 0.861
H 5.782 -0.583 -2.497
H -0.801 0.149 2.785
C -7.291 3.651 -1.848
C -0.769 -1.990 3.052
C -7.029 5.266 0.775
H 0.480 -4.487 1.261
H -6.453 -0.239 -1.672
O -0.663 -3.223 2.339
H -0.146 -2.002 3.946
O 0.860 -0.614 1.884
H 3.050 -3.613 5.345
C -0.520 -0.742 2.210
C 2.118 -3.085 5.126
H -7.177 5.597 1.867
H -1.138 -0.787 1.303
H -5.891 5.329 0.585
H -2.075 0.211 -6.078
H -7.380 1.436 -2.523
C -7.446 3.749 0.530
O -8.003 3.215 -0.668
O 2.013 -2.837 3.736
C 1.085 -0.167 0.561
C -5.326 -0.390 -1.628
C -4.892 2.236 -4.312
C 6.615 0.255 1.213
H -6.324 4.237 -1.626
Br -3.261 0.723 0.383
C -4.481 0.879 -1.175
H 7.375 0.160 -2.300
O 5.447 -1.851 1.549
H -5.154 -1.195 -0.815
H 5.507 -3.811 2.102
P -2.608 1.245 -5.248
C 8.316 -1.557 -0.660
H -4.945 -0.889 -2.600
H 1.056 -2.839 1.224
H -4.453 3.219 -6.085
H 7.205 -1.382 -3.204
H -7.522 6.018 0.067
C 5.348 -2.834 2.563
N -5.429 2.432 -2.999
H 6.583 1.296 1.550
H -7.954 4.392 -2.440
H -1.805 -1.949 3.405
```

=====

2.
A cluster of 8 separate species, C21H53NO10S5 in total in a non-equilibrium geometry. Source: the OMol25 dataset; level of theory: ωB97M-V with the def2-TZVPD basis set.

The electronic energy comes out at -3629.752125 Eh. The charge is 0. The calculation puts the strongest force on any atom at 0.0879 Eh/bohr. The value obtained for the HOMO energy is -8.79 eV. The HOMO-LUMO gap comes out at 8.81 eV.

The geometry in XYZ format:
```
90
C21H53NO10S5 | the OMol25 dataset | ωB97M-V with the def2-TZVPD basis set
C 7.060 2.200 1.720
C 0.049 7.177 0.890
H 0.992 1.170 -4.921
H 0.533 -0.405 -4.301
C -4.706 -3.288 -0.111
C 1.459 3.964 0.144
H -2.197 7.061 1.157
C 1.501 -3.390 4.041
H -1.720 -2.356 -0.924
C -1.006 0.472 -0.540
C -0.529 -5.998 2.098
S 0.977 -4.996 -2.405
H -5.149 3.627 0.113
H -0.686 -8.059 1.883
H -1.257 7.541 2.699
S -3.150 4.319 0.834
H 4.456 2.457 1.060
C -2.630 4.027 -0.941
N -0.283 -0.860 -0.321
H -1.966 -1.707 0.505
O 1.771 -0.002 -0.112
H -2.309 2.991 -1.042
H 7.260 2.044 0.660
C -0.253 -7.406 2.641
H -1.002 -6.460 -2.323
H 2.856 2.756 -3.626
H 0.366 1.112 -3.311
H -4.887 -4.152 -0.749
H -5.383 -1.218 1.873
O 6.287 -0.366 2.202
O 1.630 -5.949 -3.447
C 0.972 0.552 -4.022
H -0.678 -7.516 3.639
H -3.686 -3.060 -0.420
O 1.083 5.906 -1.228
H -0.012 7.696 -0.067
H -5.101 3.374 1.944
C 3.276 1.917 -3.070
O -6.005 -1.605 -1.605
H 0.342 -2.551 -2.625
H -0.681 -2.910 0.313
H 4.363 1.898 -3.136
H 1.788 4.020 1.182
S 5.731 1.033 2.453
H 0.936 -3.442 -4.153
C 1.050 -0.956 -0.104
H 6.787 3.254 1.758
H 2.940 1.964 -2.034
H -1.324 -4.722 -1.845
H -4.243 2.232 0.895
H -6.184 0.037 0.941
H -1.827 4.692 -1.261
O 3.283 0.255 -5.070
C 1.029 -3.264 -3.082
H 0.796 -3.287 4.865
H 4.640 0.987 0.187
H 0.606 3.285 0.147
H -1.508 8.638 1.600
H -0.087 -5.914 1.105
S 2.765 0.282 -3.663
C -5.477 -0.790 0.875
C -0.808 -5.406 -2.520
H 0.815 -7.587 2.762
C 1.005 -4.182 2.770
C -1.341 7.561 1.612
H 0.780 7.710 1.497
H 1.645 -2.443 3.520
H -1.562 -5.773 1.831
C -1.106 -1.995 -0.100
H 8.015 2.146 2.243
O 0.205 5.797 0.794
C -4.603 3.258 0.981
H -0.421 1.355 -0.284
H -1.785 0.541 0.220
H -3.484 4.222 -1.590
S -6.121 -2.114 -0.198
H 3.502 1.002 1.517
H 1.326 -2.010 0.056
C 4.473 1.375 1.191
H -0.917 -5.277 -3.596
O -2.104 3.667 1.767
H -4.496 -0.437 0.557
O -0.138 -4.934 2.996
H 2.032 -2.863 -2.936
H -4.553 -3.545 0.937
O 1.687 -4.186 1.709
H -1.498 0.562 -1.508
H 2.463 -3.782 4.372
H 2.375 3.731 -0.400
C 0.955 5.300 -0.166
```

=====

3.
The molecule C4H8O2. Source: the OMol25 dataset; level of theory: ωB97M-V with the def2-TZVPD basis set.

For the energy above the lowest of the compared OMol25 structures with the same formula, charge and spin, the calculation gives 0.832 eV. The electronic energy comes out at -307.681849 Eh. The charge is 0. As for the SMILES: CC(=O)CCO. The calculation puts the strongest force on any atom at 0.0088 Eh/bohr. The value obtained for the HOMO energy is -9.96 eV. The HOMO-LUMO gap comes out at 10.87 eV.

The geometry in XYZ format:
```
14
C4H8O2 | the OMol25 dataset | ωB97M-V with the def2-TZVPD basis set
H -0.359 -1.194 -0.900
H -1.217 1.769 0.161
O 0.640 1.206 0.992
C 2.001 -0.007 -0.540
H -2.558 -0.668 -0.092
H 2.569 -0.838 -0.105
C -0.406 -0.743 0.096
H 1.761 -0.279 -1.574
H -1.950 0.045 1.406
C -1.757 -0.055 0.330
H -0.256 -1.562 0.817
H 2.621 0.892 -0.528
C 0.742 0.240 0.258
O -1.830 1.193 -0.320
```